ORCA calculation (ωB97M-V/def2-TZVPD) on C27H20N6O2Tc as an isolated structure.

Last column: Löwdin spin population.
Element x y z (Å)
Tc1 -0.254750 0.644511 -0.017804  0.113
O1 1.208444 4.520918 0.050266  0.031
C1 1.119705 3.332359 -0.006756  0.016
N1 0.207051 2.521665 0.700749  0.090
C2 -0.422223 3.021943 1.809923  0.139
C3 -0.177583 4.234627 2.483717  -0.005
C4 -0.931366 4.533877 3.576848  0.114
C5 -1.962295 3.658049 4.043797  0.069
C6 -2.196209 2.466217 3.446592  0.020
C7 -1.409435 2.112602 2.320938  0.124
N2 -1.505907 0.992273 1.571626  0.159
C8 -2.421424 -0.019384 1.939640  0.024
O2 -2.869893 -0.209002 3.030649  0.054
C9 -2.839403 -0.805961 0.761745  0.000
C10 -3.866718 -1.713157 0.866435  0.001
C11 -4.298736 -2.356399 -0.281390  -0.001
C12 -3.704339 -2.014920 -1.483006  0.003
C13 -2.672594 -1.095012 -1.492489  0.000
N3 -2.208810 -0.509948 -0.382767  0.004
C14 2.048280 2.525693 -0.837122  0.006
C15 3.157522 3.124698 -1.386073  0.001
C16 4.048882 2.344871 -2.102281  0.003
C17 3.789672 0.988638 -2.209054  0.003
C18 2.653332 0.466676 -1.624466  0.001
N4 1.762847 1.220762 -0.954033  0.011
H1 0.578607 4.915658 2.146907  -0.003
H2 -0.744183 5.462843 4.097948  0.005
H3 -2.566604 3.944318 4.898088  0.002
H4 -2.955382 1.806491 3.824736  -0.001
H5 -4.317280 -1.879421 1.837620  0.000
H6 -5.094317 -3.092195 -0.242672  0.000
H7 -4.037677 -2.445719 -2.419454  0.000
H8 -2.234609 -0.805742 -2.431425  0.000
H9 3.299821 4.186596 -1.230969  0.000
H10 4.930082 2.781811 -2.558169  0.000
H11 4.459533 0.325746 -2.745515  0.000
H12 2.475833 -0.593287 -1.690398  0.000
N5 0.734055 -1.067854 1.384758  -0.005
C19 1.062994 -2.216399 0.557714  0.001
C20 1.635918 -3.350061 1.054409  0.000
C21 1.966175 -4.432825 0.207583  0.000
C22 1.732937 -4.346614 -1.132872  0.000
C23 1.155409 -3.174776 -1.677036  0.000
C24 0.941044 -3.001108 -3.063193  -0.001
C25 0.435215 -1.820522 -3.533222  0.001
C26 0.107999 -0.822931 -2.611819  0.008
N6 0.253790 -0.966995 -1.304573  0.005
C27 0.803755 -2.118821 -0.816574  0.000
H13 0.089397 -1.337948 2.120278  -0.001
H14 1.566064 -0.715853 1.844826  0.000
H15 1.844540 -3.418427 2.117990  0.000
H16 2.415471 -5.324364 0.630995  0.000
H17 1.994833 -5.161487 -1.799917  0.000
H18 1.203431 -3.804328 -3.746277  0.000
H19 0.281168 -1.644674 -4.589733  0.000
H20 -0.272071 0.132296 -2.955716  0.005

Cartesian forces (eV/Å) of the 2 atoms listed first:
Tc 1.1 -1.0 0.3
O -0.1 0.5 0.2

Values from the calculation:
2S+1   2
HOMO-LUMO gap (alpha / beta)   6.67 / 6.50 eV
Net charge   +2
Relative energy (zero: lowest compared OMol25 entry of this formula, charge and spin)   0.00 kJ/mol
<S²>   0.9187
Maximum force   1.57 eV Å⁻¹
Lowest unoccupied orbital energy (alpha / beta)   -6.76 / -7.74 eV
DFT total energy   -43545.1603 eV
Highest occupied orbital energy (alpha / beta)   -13.4305 / -14.2413 eV

=====

ORCA calculation (ωB97M-V/def2-TZVPD) on an isolated ion of composition C7H9N2O and charge +1.

Last column: Löwdin charge in e.
Element x y z (Å)
C1 1.459787 1.476829 0.496712  0.011
C2 1.446902 1.361596 1.894997  -0.024
C3 0.662880 0.429310 -0.024943  -0.164
C4 0.093257 -0.280105 1.117263  -0.187
C5 0.544444 0.145477 -1.450816  -0.124
C6 -0.895350 -0.122070 -1.855737  0.056
C7 -1.521235 -1.360251 -1.622750  -0.022
N1 0.606328 0.364225 2.265304  0.111
N2 -0.914232 -1.227531 1.126726  -0.059
O1 -1.466949 -1.520436 2.148898  0.071
H1 1.905445 2.258951 -0.080356  0.117
H2 1.955739 1.895867 2.652899  0.127
H3 1.056364 1.135195 -1.887054  0.175
H4 1.323918 -0.487255 -1.850733  0.135
H5 -1.556697 0.743917 -2.097952  0.160
H6 -1.474042 -1.213652 -0.377968  0.159
H7 -1.090725 -2.400799 -1.924298  0.173
H8 -2.534648 -1.271827 -1.810378  0.068
H9 0.398815 0.072556 3.280186  0.217

Cartesian forces (eV/Å) of the 2 atoms listed first:
C -0.9 -1.2 0.6
C -1.2 -1.1 -0.6

Values from the calculation:
HOMO-LUMO gap (alpha / beta)   7.42 / 7.42 eV
Net charge   +1
Relative energy (zero: lowest compared OMol25 entry of this formula, charge and spin)   545.99 kJ/mol
Maximum force   4.22 eV Å⁻¹
Lowest unoccupied orbital energy (alpha / beta)   -5.81 / -5.81 eV
DFT total energy   -12420.5495 eV
Highest occupied orbital energy (alpha / beta)   -13.2324 / -13.2331 eV